(1)
Formula: C17H19NO
Source: the OMol25 dataset
Level of theory: the ωB97M-V functional and the def2-TZVPD basis

The calculation puts the HOMO energy at -7.89 eV. The calculation puts the gap between HOMO and LUMO at 8.724 eV. The calculation puts the energy above the lowest of the compared OMol25 structures with the same formula, charge and spin at 205.93 kJ/mol. The largest force on an atom comes out at 3.39 eV/Å.

Geometry as XYZ:
```
38
Properties=species:S:1:pos:R:3:forces:R:3:mulliken_charge:R:1
C 1.192727 -2.101941 2.938214 -0.522 -1.293 -1.534 -1.422
C 0.808611 -2.144926 1.469211 1.319 0.374 -0.233 0.188
C 0.002578 -2.954315 0.748658 -0.175 -0.219 0.000 -0.699
N 0.132143 -2.694107 -0.622405 1.000 0.851 -0.143 -0.006
C 1.127965 -1.732195 -0.767431 0.092 0.427 -0.393 -0.182
C 1.661573 -1.074409 -1.883808 -0.223 -0.004 0.300 -0.797
C 2.655666 -0.114256 -1.655989 -0.023 -0.008 -1.486 -0.342
C 3.092421 0.304614 -0.400547 -1.202 -1.144 -0.016 -0.854
C 2.412028 -0.260927 0.680553 2.307 -0.186 0.598 -0.532
C 1.579174 -1.353629 0.495340 -1.595 -0.005 1.016 1.476
H 2.186773 -2.565059 2.961450 0.043 0.529 0.398 0.346
H 0.549721 -2.769105 3.519800 -0.087 0.528 0.186 0.365
H 1.182276 -1.063014 3.222812 0.112 0.147 0.721 0.299
H -0.675618 -3.691691 1.155065 -0.025 -0.044 -0.363 0.414
H -0.147588 -3.208082 -1.440111 -0.420 -0.354 0.509 0.219
H 1.251302 -1.289075 -2.870772 0.413 0.151 0.068 0.399
H 3.117346 0.355038 -2.533804 -0.217 -0.244 0.248 0.366
H 3.949160 0.957396 -0.340926 -0.212 0.296 0.339 0.424
H 2.773449 -0.027716 1.687308 -0.392 0.065 -0.180 0.360
C -2.969808 0.785473 1.917784 1.620 -0.224 0.305 -1.440
C -1.522620 0.483516 1.401216 -1.176 1.631 -0.666 0.096
C -1.369542 1.118947 -0.016702 0.523 -1.505 2.512 0.473
C -0.115104 1.624901 -0.289271 0.127 1.864 -1.079 -0.422
C 0.073940 2.380185 -1.477025 -0.916 -2.370 1.999 -0.824
C -1.034743 2.382690 -2.301022 1.012 0.482 -3.199 0.850
O -0.835181 2.894403 -3.587116 -0.543 0.258 -0.224 -0.548
C -2.260701 1.727052 -2.155089 1.374 -0.071 2.143 -0.982
C -2.423035 1.106220 -0.909452 0.037 0.635 -1.146 -0.237
H -3.106527 1.858172 1.707644 -0.607 -0.535 0.013 0.345
H -2.965467 0.649443 2.998872 -0.254 -0.026 0.073 0.444
H -3.703610 0.107986 1.492194 -0.265 0.334 -0.162 0.326
H -0.868322 1.046569 2.077584 0.168 -0.291 -0.186 0.323
H -1.228984 -0.553724 1.410862 -0.112 -0.389 0.048 -0.065
H 0.702405 1.575769 0.433891 -0.431 -0.225 -0.223 0.351
H 1.096505 2.584316 -1.764499 -0.236 0.659 -0.313 0.250
H 0.005160 3.357474 -3.692906 -0.162 -0.208 0.424 0.287
H -2.959257 1.649721 -2.954638 -0.359 0.260 -0.394 0.479
H -3.366817 0.648285 -0.654946 0.008 -0.145 0.041 0.273
```
Positions in Å, forces in eV/Å.

(2)
Formula: C70H77BrN14O2PPtS2Si
Source: the OMol25 dataset
Level of theory: the ωB97M-V functional and the def2-TZVPD basis

The net charge is +3. The calculation puts the HOMO energy (alpha / beta) at -13.49 / -13.47 eV. The calculation puts the gap between HOMO and LUMO (alpha / beta) at 6.998 / 2.530 eV. Its spin multiplicity is 5. The largest force on an atom comes out at 1.83 eV/Å.

Geometry as XYZ:
```
169
Properties=species:S:1:pos:R:3:forces:R:3:mulliken_charge:R:1
Pt 0.818275 -1.330097 0.324858 -1.026 0.108 -0.249 4.235
C -2.534548 -5.835345 -0.725314 -0.714 -0.453 -0.351 -1.006
N -1.399418 -5.153313 -0.163874 0.410 -0.048 0.585 0.450
C -1.088163 -3.850347 -0.365185 -0.275 0.406 -0.244 -0.937
N 0.053630 -3.544464 0.233579 0.444 0.274 0.147 0.501
C 0.493703 -4.671301 0.850039 0.605 0.791 0.249 -0.649
C -0.409432 -5.702938 0.596970 -0.411 -0.858 -0.160 0.756
C -0.301208 -7.117205 0.917617 -0.040 0.195 -0.058 0.065
C 0.919412 -7.763117 0.692547 0.095 0.025 0.031 -0.161
C 1.044163 -9.114523 0.940313 0.074 0.012 -0.050 -0.900
C -0.038518 -9.836396 1.423477 0.086 0.068 -0.002 -0.432
C -1.244717 -9.197814 1.672515 -0.151 0.079 0.025 -0.879
C -1.382299 -7.847127 1.414837 -0.105 -0.102 0.014 -0.300
C 1.698923 -4.694467 1.657610 -0.140 -0.041 -0.181 0.384
C 1.821364 -5.503318 2.788006 0.039 -0.150 0.109 -0.158
C 2.989680 -5.480512 3.525981 -0.055 -0.058 0.074 -1.039
C 4.041184 -4.656129 3.149550 -0.015 -0.022 0.039 -0.910
C 3.919602 -3.837953 2.035084 -0.069 0.101 -0.221 -0.500
C 2.753230 -3.858605 1.296198 0.142 0.024 -0.128 -0.223
P -2.148343 -2.746099 -1.353396 0.839 0.679 0.075 -0.841
C -2.347384 -1.472228 -0.071925 -0.161 -0.615 -0.503 -0.926
N -1.420502 -0.916168 0.696290 0.460 -0.021 -0.048 0.586
C -2.065056 -0.161519 1.612934 0.184 0.009 0.117 -1.103
C -3.440588 -0.265042 1.391628 -0.242 0.022 0.090 1.223
N -3.587260 -1.093796 0.324330 0.357 0.215 0.511 0.438
C -4.823855 -1.411904 -0.336465 -0.719 -0.220 -0.425 -1.105
C -4.536560 0.374534 2.102963 -0.149 0.104 -0.043 -0.112
C -4.448132 1.730999 2.429194 0.050 -0.015 -0.034 0.185
C -5.485432 2.358301 3.088197 -0.033 0.069 -0.003 -1.259
C -6.628197 1.648358 3.426671 0.103 -0.037 0.016 -0.652
C -6.717410 0.297973 3.123709 -0.065 -0.102 -0.015 -0.867
C -5.679628 -0.339272 2.471099 0.044 0.034 -0.005 -0.363
C -1.481786 0.621473 2.695222 0.126 0.056 0.151 0.578
C -2.042947 0.500025 3.971197 0.045 -0.055 -0.066 -0.160
C -1.641246 1.336947 4.993180 0.024 -0.066 0.089 -1.389
C -0.678835 2.306738 4.750620 -0.055 -0.001 -0.054 -0.768
C -0.100498 2.415625 3.493820 0.031 0.081 0.021 -1.258
C -0.481560 1.564281 2.471979 -0.074 -0.130 -0.020 0.697
C -0.797781 -1.975716 -2.294396 -0.764 -0.311 0.021 -0.538
N 0.260023 -1.303684 -1.863818 0.263 -0.124 0.505 0.357
C 0.903368 -0.820922 -2.964264 -0.320 -0.113 -0.487 -1.549
C 0.222721 -1.259365 -4.103081 0.228 0.138 0.295 0.841
N -0.851514 -1.960945 -3.645841 0.440 0.134 0.609 0.698
C -1.862012 -2.603903 -4.445828 -0.581 -0.365 -0.419 -0.853
C 0.477166 -1.178823 -5.543934 0.113 0.073 -0.389 0.056
C -0.433897 -0.557266 -6.397277 0.128 0.027 0.143 -0.460
C -0.245262 -0.595882 -7.767503 -0.012 -0.004 -0.081 -0.915
C 0.843319 -1.266554 -8.303473 -0.035 0.014 0.076 -0.599
C 1.752016 -1.888160 -7.460893 0.076 -0.018 -0.041 -0.892
C 1.576856 -1.842298 -6.089996 -0.246 -0.017 0.073 -0.005
C 1.979489 0.147612 -2.856377 0.367 0.343 0.170 0.741
C 2.788367 0.473732 -3.947423 -0.126 -0.074 0.190 0.116
C 3.751108 1.458118 -3.831299 0.086 0.141 0.091 -1.539
C 3.915564 2.137051 -2.633865 0.003 -0.118 0.001 -1.311
C 3.109820 1.829743 -1.544862 0.087 0.022 -0.018 -0.803
C 2.146570 0.843975 -1.652996 -0.044 0.011 -0.316 2.798
H -2.842245 -5.327588 -1.639460 0.031 -0.119 0.101 0.335
H -3.375119 -5.842452 -0.029506 0.065 0.008 -0.034 0.336
H -2.266906 -6.864710 -0.960047 0.029 0.075 0.006 0.468
H 1.751017 -7.196920 0.301322 0.117 -0.007 -0.044 0.569
H 1.984081 -9.607564 0.749295 0.081 -0.066 -0.029 0.461
H 0.060141 -10.893433 1.609090 0.007 -0.135 0.038 0.452
H -2.078406 -9.756756 2.067607 -0.081 -0.042 0.039 0.441
H -2.316761 -7.352209 1.631143 -0.124 0.030 0.014 0.497
H 1.000462 -6.132238 3.092512 -0.074 -0.087 0.067 0.641
H 3.085470 -6.107507 4.400168 -0.009 -0.034 0.046 0.502
H 4.955709 -4.654941 3.721177 0.094 0.001 0.078 0.468
H 4.739579 -3.201137 1.732240 0.048 0.012 0.018 0.500
H 2.632722 -3.258298 0.404525 0.151 -0.114 0.111 0.526
H -5.542273 -0.617422 -0.139347 0.057 -0.075 -0.063 0.524
H -5.232222 -2.358662 0.019983 -0.009 0.065 0.015 0.289
H -4.657917 -1.486850 -1.410050 -0.032 0.065 0.063 0.401
H -3.566005 2.285171 2.151928 0.109 0.123 -0.055 0.857
H -5.410291 3.406084 3.333906 0.020 0.106 0.001 0.536
H -7.439203 2.139077 3.939687 -0.108 0.071 0.042 0.471
H -7.600074 -0.258560 3.396131 -0.075 -0.068 0.065 0.468
H -5.736520 -1.400453 2.282554 -0.068 -0.128 -0.069 0.445
H -2.803405 -0.248833 4.144246 -0.089 0.005 0.053 0.680
H -2.093881 1.250593 5.969555 -0.014 -0.025 0.086 0.512
H -0.389832 2.987323 5.536759 0.033 0.079 0.084 0.506
H 0.637389 3.174619 3.289048 0.004 0.028 0.051 0.910
H -0.039754 1.654412 1.491464 0.056 0.138 -0.187 -0.312
H -1.501587 -2.702065 -5.469307 -0.055 -0.010 0.154 0.416
H -2.784915 -2.018972 -4.445444 0.111 -0.016 -0.075 0.296
H -2.079747 -3.595668 -4.046700 0.065 0.071 -0.096 0.296
H -1.288697 -0.043455 -5.983602 -0.101 0.100 0.049 0.581
H -0.956817 -0.113840 -8.420099 -0.055 0.057 -0.053 0.473
H 0.975968 -1.316205 -9.372870 0.026 0.022 -0.096 0.456
H 2.592617 -2.423745 -7.872498 0.104 -0.040 -0.060 0.460
H 2.268361 -2.350567 -5.434671 0.122 -0.055 0.064 0.492
H 2.651816 -0.027614 -4.890930 0.048 -0.015 -0.040 0.398
H 4.364986 1.709715 -4.682163 0.064 0.011 -0.086 0.460
H 4.657415 2.915946 -2.552456 0.079 0.105 0.034 0.634
H 3.232738 2.387965 -0.627748 -0.062 0.067 -0.061 0.111
H 1.475754 0.633279 -0.814227 0.183 0.375 -0.290 -1.212
C -1.784738 4.941825 -4.744036 0.062 0.026 0.062 -1.698
C -1.725123 3.632801 -3.961891 -0.167 0.002 0.691 2.737
C -3.083438 2.933004 -4.075926 0.073 0.101 0.005 -2.150
C -0.692619 2.700515 -4.604875 0.100 0.117 0.165 -2.182
Si -1.363594 3.980469 -2.067131 0.393 0.668 -0.263 -1.344
Br -1.102228 1.853578 -1.340654 0.264 -0.701 0.363 0.051
C -2.834914 4.562757 -0.914180 0.200 -0.299 -0.360 2.642
C -2.353048 4.873456 0.506730 0.167 -0.016 -0.223 -1.938
C -3.903957 3.469275 -0.776940 0.052 0.046 -0.079 -1.601
C -3.498213 5.806696 -1.505676 0.067 -0.041 -0.042 -1.838
C 0.337750 4.945159 -1.751044 -1.117 -0.864 -0.035 3.306
C 0.067256 6.443008 -1.759311 0.052 0.071 0.061 -1.899
C 1.356201 4.620402 -2.834557 -0.011 -0.012 0.036 -1.788
C 0.918583 4.503587 -0.411505 0.159 0.133 0.063 -2.062
H -2.069338 4.732881 -5.773911 -0.066 0.006 -0.179 0.532
H -0.823325 5.447931 -4.771703 0.092 0.099 0.008 0.338
H -2.521974 5.624403 -4.329264 -0.087 0.152 0.005 0.313
H -3.253995 2.648450 -5.112724 -0.047 -0.016 -0.218 0.619
H -3.896633 3.589179 -3.782836 -0.187 0.056 0.050 0.367
H -3.121294 2.026136 -3.474164 -0.050 -0.098 0.083 0.232
H -0.978059 2.516023 -5.639547 -0.134 0.005 -0.185 0.796
H -0.641829 1.739111 -4.096072 0.011 -0.121 0.047 0.040
H 0.305007 3.122517 -4.625975 0.135 0.029 -0.005 0.286
H -1.860748 4.012350 0.958891 0.104 -0.083 0.076 0.196
H -3.209670 5.127117 1.129465 -0.204 0.050 0.059 0.647
H -1.676816 5.722174 0.534740 0.112 0.062 0.074 0.334
H -3.514250 2.581138 -0.284476 0.043 -0.087 0.013 -0.013
H -4.323787 3.173953 -1.732346 -0.086 -0.073 -0.112 0.188
H -4.719621 3.847789 -0.163221 -0.160 0.137 0.098 0.614
H -2.799298 6.630081 -1.622980 0.072 0.138 -0.050 0.342
H -4.293059 6.140251 -0.840818 -0.135 0.091 0.086 0.538
H -3.949392 5.594430 -2.472011 -0.066 0.030 -0.140 0.370
H -0.414047 6.764806 -2.680675 -0.088 0.098 -0.087 0.355
H 1.018265 6.971580 -1.689946 0.111 0.111 0.018 0.543
H -0.537783 6.758694 -0.913936 -0.106 0.080 0.038 0.367
H 1.055778 5.009867 -3.802241 -0.002 -0.042 -0.175 0.429
H 1.546123 3.551954 -2.904228 -0.035 -0.074 -0.109 -0.155
H 2.302087 5.097296 -2.579692 0.183 0.114 0.066 0.693
H 0.250360 4.659577 0.428904 -0.103 -0.006 0.091 0.259
H 1.820585 5.080148 -0.201763 0.155 0.084 0.007 0.802
H 1.208448 3.455108 -0.424382 -0.062 -0.085 0.002 -0.435
N 0.006878 -3.647260 4.904543 -0.354 -1.300 0.560 -0.678
N 0.490438 -2.645425 4.157769 0.336 1.374 -0.917 1.055
N 1.482544 -1.894702 4.559227 0.351 0.031 0.571 -1.161
C 1.730808 -1.149742 3.495610 -0.029 -0.076 0.228 -1.442
N 0.893790 -1.451386 2.506000 0.245 -0.055 -0.196 1.267
N 0.106447 -2.403468 2.941505 -0.749 -0.988 0.317 -0.184
H 0.327818 -3.600843 5.863675 -0.017 0.239 -0.122 0.284
H -0.982034 -3.826464 4.792227 0.057 0.355 -0.060 0.226
H 2.476842 -0.387659 3.446865 0.186 0.110 0.033 0.858
N 5.595278 2.434384 7.703712 0.124 -0.057 0.474 -0.448
C 5.143108 2.407855 6.439382 -0.104 0.055 -0.496 1.011
C 3.785493 2.123947 6.173959 0.064 -0.002 -0.157 -0.987
C 3.312210 2.106012 4.882518 0.073 0.066 0.201 -0.198
C 4.181934 2.376210 3.834722 -0.301 -0.129 -1.172 -0.102
C 5.519893 2.669352 4.067579 0.114 0.043 0.054 -0.426
C 6.004596 2.685511 5.356014 -0.277 -0.070 0.025 -0.971
S 3.567579 2.500509 2.171591 0.383 0.861 1.188 1.412
O 2.420078 3.353650 2.131108 -0.036 -0.357 -0.092 -0.594
O 4.662365 2.811692 1.285903 0.088 0.105 0.162 -0.743
N 3.002457 0.975255 1.786393 -0.656 -0.135 -0.007 0.171
C 3.675657 0.228320 0.987061 1.367 1.196 0.185 -0.594
S 5.396458 0.572523 0.544486 -0.005 -0.997 -0.605 0.005
C 5.376990 -0.824222 -0.419318 0.279 0.744 0.523 -0.904
C 4.137984 -1.420789 -0.423095 -0.613 -0.001 0.271 -1.141
N 3.213496 -0.865870 0.374601 -0.420 -1.311 -0.567 0.760
H 4.973060 2.263868 8.476842 0.155 0.043 -0.085 0.198
H 6.561334 2.626595 7.909466 -0.125 0.013 0.004 0.202
H 3.115582 1.950915 7.001434 -0.105 -0.074 0.097 0.356
H 2.271298 1.920482 4.675107 -0.236 -0.043 0.078 0.141
H 6.144353 2.929581 3.227362 0.199 -0.018 -0.002 0.572
H 7.034460 2.943300 5.551562 0.100 0.006 -0.025 0.358
H 6.247485 -1.147308 -0.954657 0.178 -0.092 -0.205 0.523
H 3.884465 -2.282782 -1.015384 -0.038 -0.123 -0.118 0.655
```
Positions in Å, forces in eV/Å.

Among the records above, which one has the lowest largest force on an atom? C70H77BrN14O2PPtS2Si